13
Properties=species:S:1:pos:R:3:forces:R:3:lowdin_charge:R:1 method="wB97M-V/def2-TZVPD" total_energy_ha=-753.2421 largest_force_ev_per_a=10.3 gap_ha="0.1707 / 0.2552" e_homo_ev="-4.753 / -9.326" spin_multiplicity=3
B 1.2774 1.8998 0.2125 0.8 -0.7 -1.0 -0.508
C -1.1906 -1.4890 0.1748 -0.1 1.5 -0.4 -0.012
C -2.2883 -0.7354 0.0422 8.1 -6.4 0.9 -0.170
C -3.3133 0.0264 0.0631 -5.9 5.8 -2.4 -0.035
O 2.4719 1.6546 -0.3425 0.1 -0.1 -1.9 0.146
O 0.1871 2.0094 0.7214 -0.2 0.3 0.3 0.142
Cl 4.8292 -1.0729 -0.2428 0.1 -0.1 -0.2 0.279
H -1.1665 -2.4301 -0.3617 0.7 0.1 -1.0 0.034
H -0.1883 -1.1163 0.5696 -1.4 -0.9 0.9 0.068
H 4.4573 -0.5690 0.8659 -0.1 0.1 0.2 -0.252
H -3.4825 0.4072 -0.9874 -1.1 -0.9 0.6 0.081
H 2.6040 1.4929 -1.3463 -0.7 0.5 2.7 0.174
H -4.1974 -0.0777 0.6312 -0.3 0.8 1.3 0.052

---

97
Properties=species:S:1:pos:R:3:forces:R:3:lowdin_charge:R:1 method="wB97M-V/def2-TZVPD" total_energy_ha=-7458.7441 largest_force_ev_per_a=1.7 charge=+1 gap_ha=0.2535 e_homo_ev=-9.661
Sr 0.3540 -0.1843 -0.6472 -0.5 -1.0 -1.3 1.401
Br 7.5566 0.1098 -1.4899 0.1 0.0 0.0 0.822
C 5.7134 0.0853 -1.1609 -0.1 0.1 0.0 -0.672
C 5.1490 -0.9143 -0.3948 0.0 0.0 0.0 -0.072
C 3.7814 -0.8668 -0.1931 -0.1 0.0 0.0 -0.114
N 2.9839 0.0752 -0.6904 0.3 0.1 -0.1 0.051
C 3.5441 1.0313 -1.4434 -0.2 0.2 -0.1 -0.188
C 4.9067 1.0750 -1.6983 0.0 -0.1 0.1 -0.045
C 2.6193 2.0679 -2.0173 0.1 -0.2 0.2 -0.181
C 3.0988 3.1231 -2.7838 -0.1 0.0 0.0 -0.042
C 2.1969 4.0388 -3.2925 0.0 -0.1 0.0 -0.672
Br 2.8130 5.4637 -4.3363 0.0 0.1 -0.1 0.827
C 0.8469 3.9025 -3.0223 0.0 0.0 0.1 -0.076
C 0.4718 2.8333 -2.2341 0.0 -0.1 0.1 -0.142
N 1.3166 1.9246 -1.7472 0.2 0.5 -0.3 0.028
H 5.7415 -1.7119 0.0277 0.0 0.0 0.0 0.115
H 3.3022 -1.6365 0.3975 0.0 0.0 0.0 0.103
H 5.3463 1.8500 -2.3034 0.0 0.0 0.0 0.100
H 4.1480 3.2435 -2.9940 0.0 0.0 0.0 0.101
H 0.1167 4.6025 -3.3989 0.0 0.0 0.0 0.114
H -0.5704 2.7033 -1.9679 0.0 0.0 0.0 0.102
C -4.5333 2.9813 1.4893 0.0 0.0 0.0 -0.049
N -3.3089 2.2337 1.7146 0.1 0.1 0.1 -0.146
C -2.6461 2.5322 2.9676 0.0 0.0 0.0 -0.029
C -2.7774 1.4157 0.7604 0.1 -0.2 -0.2 -0.358
N -1.5180 1.1730 0.5538 -0.1 0.2 0.2 0.051
C -0.4679 1.9780 1.0405 0.0 -0.2 0.4 -0.299
C -0.4633 3.3285 0.7986 0.0 0.1 -0.1 -0.059
C 0.6521 4.1346 1.0781 -0.1 0.0 0.0 -0.057
C 1.7684 3.5758 1.6178 0.0 -0.1 0.0 -0.028
C 1.8057 2.1961 1.9406 0.1 0.0 0.0 -0.159
C 2.9657 1.6769 2.5692 0.0 0.1 0.0 -0.029
C 3.0294 0.3701 2.9362 0.0 -0.1 0.0 -0.063
C 1.9430 -0.4836 2.6783 0.1 -0.1 0.0 -0.050
C 0.7933 -0.0473 2.0688 -0.3 0.5 0.2 -0.317
N -0.2255 -0.9613 1.7263 0.0 0.1 0.4 0.038
C -0.6894 -1.8132 2.6013 -0.1 0.0 -0.1 -0.359
N -0.6019 -1.6908 3.9676 0.1 0.1 0.0 -0.159
C -0.2687 -2.8363 4.7954 0.0 0.0 0.0 -0.051
C -0.5464 -0.4094 4.6377 0.0 0.0 0.0 -0.032
N -1.3584 -2.9187 2.1710 0.1 0.1 0.1 -0.140
C -1.3124 -3.3290 0.7847 0.0 0.0 -0.1 -0.033
C -2.4449 -3.4985 2.9410 -0.1 0.0 0.0 -0.047
C 0.6924 1.3539 1.6613 -0.2 0.0 0.3 -0.109
N -3.7139 0.7818 -0.0413 0.1 0.1 0.2 -0.151
C -4.8055 0.0828 0.6316 0.0 0.0 0.0 -0.036
C -3.2155 0.0530 -1.1852 0.0 -0.2 -0.1 -0.061
H -4.3335 4.0471 1.6244 0.0 0.0 0.0 0.096
H -5.3097 2.6908 2.2009 0.0 0.0 0.0 0.091
H -4.8934 2.8159 0.4779 0.0 0.0 0.0 0.095
H -3.3807 2.4623 3.7736 0.0 0.0 0.0 0.101
H -2.2122 3.5362 2.9750 0.0 0.0 0.0 0.097
H -1.8547 1.8172 3.1602 0.0 0.0 -0.1 0.063
H -1.3438 3.7648 0.3400 0.0 0.0 0.0 0.126
H 0.6228 5.1916 0.8505 0.0 0.0 0.0 0.114
H 2.6410 4.1786 1.8321 0.0 0.0 0.0 0.117
H 3.7924 2.3486 2.7592 0.0 0.0 0.0 0.118
H 3.9140 -0.0192 3.4219 0.0 0.0 0.0 0.116
H 2.0052 -1.5296 2.9567 0.0 0.0 0.0 0.128
H -0.1532 -3.7227 4.1775 0.0 0.0 0.0 0.093
H -1.0370 -3.0310 5.5474 0.0 0.0 0.0 0.094
H 0.6765 -2.6498 5.3139 0.0 0.0 0.0 0.095
H -0.8955 0.3719 3.9705 0.0 0.0 0.0 0.065
H 0.4643 -0.1533 4.9685 0.0 0.0 0.0 0.095
H -1.2028 -0.4383 5.5102 0.0 0.0 0.0 0.100
H -0.3846 -3.0252 0.3129 0.0 0.0 0.0 0.037
H -2.1500 -2.9073 0.2172 0.0 0.0 0.0 0.086
H -1.3809 -4.4161 0.7265 0.0 0.0 0.0 0.105
H -2.6265 -2.9131 3.8378 0.0 0.0 0.0 0.086
H -2.2308 -4.5303 3.2268 0.0 0.0 0.0 0.097
H -3.3551 -3.4971 2.3357 0.0 0.0 0.0 0.092
H -5.0982 0.6014 1.5374 0.0 0.0 0.0 0.074
H -4.4967 -0.9339 0.9043 0.0 0.0 0.0 0.092
H -5.6688 0.0201 -0.0293 0.0 0.0 0.0 0.099
H -2.5222 0.6605 -1.7523 0.0 0.1 0.0 0.047
H -4.0542 -0.2058 -1.8318 0.0 0.0 0.0 0.105
H -2.7142 -0.8833 -0.9001 0.0 0.0 0.0 0.080
F 2.6068 -5.5460 -1.1671 0.0 0.0 0.0 0.056
C 1.9247 -4.6028 -1.8523 0.0 -0.1 -0.1 -0.283
C 1.5753 -3.4180 -1.2374 0.0 -0.1 -0.1 -0.135
C 0.8691 -2.4207 -1.9157 0.2 0.0 0.3 -0.184
C 0.5414 -2.6496 -3.2663 -0.1 0.2 0.0 -0.160
C 0.8927 -3.8796 -3.8315 -0.1 0.0 -0.1 -0.216
F 0.5521 -4.2065 -5.1043 0.0 0.0 0.0 0.042
C 1.5816 -4.8680 -3.1602 0.0 0.1 0.1 0.057
C -0.1519 -1.5607 -4.0306 0.1 -0.1 0.0 -0.193
C -0.3654 -1.6215 -5.4161 0.1 -0.1 0.1 0.004
C -0.9960 -0.5912 -6.0779 0.0 0.0 -0.1 -0.050
C -1.4217 0.5138 -5.3614 0.0 -0.1 0.1 -0.059
C -1.1636 0.5111 -4.0070 0.0 0.1 0.0 -0.176
N -0.5513 -0.4687 -3.3406 0.0 -0.1 0.0 0.051
H 1.8547 -3.3227 -0.1886 0.0 0.0 0.0 0.085
H 1.8271 -5.7991 -3.6469 0.0 0.0 0.0 0.132
H -0.0262 -2.4796 -5.9642 0.0 0.0 -0.1 0.104
H -1.1525 -0.6517 -7.1469 0.0 0.0 0.0 0.114
H -1.9262 1.3478 -5.8252 0.0 0.0 0.0 0.105
H -1.4770 1.3665 -3.4199 0.0 0.0 0.0 0.076

---

8
Properties=species:S:1:pos:R:3:forces:R:3:lowdin_charge:R:1 method="wB97M-V/def2-TZVPD" total_energy_ha=-430.3540 largest_force_ev_per_a=5.1 gap_ha=0.3730 e_homo_ev=-9.453
C 0.2404 -0.3528 -1.1148 0.9 0.0 4.1 -0.284
F 0.8995 0.7126 -1.6683 -0.2 0.0 -0.8 -0.146
Si -0.2232 0.3331 1.0978 -3.1 -0.6 -4.0 0.690
H -0.4783 -0.8787 -1.7297 -0.8 0.9 -0.2 0.042
H 0.9556 -1.1464 -0.8714 0.3 0.2 -0.1 0.023
H -0.8898 1.7735 0.9226 0.8 -1.6 0.4 -0.085
H 0.8575 0.3233 2.0407 0.6 -0.1 0.3 -0.149
H -1.3617 -0.7646 1.3232 1.3 1.2 0.3 -0.092

---

12
Properties=species:S:1:pos:R:3:forces:R:3:lowdin_charge:R:1 method="wB97M-V/def2-TZVPD" total_energy_ha=-1312.4443 largest_force_ev_per_a=1.9 smiles="CSC(=S)CS" gap_ha=0.3122 e_homo_ev=-8.679
C 2.2832 -1.3155 -0.1915 0.8 -0.2 1.8 -0.420
C 0.2734 0.4254 0.1137 -1.0 1.1 0.3 -1.208
C -1.1810 0.7846 0.4581 0.0 1.0 -0.8 -0.676
H 2.5536 -2.3571 0.0258 0.1 0.2 -0.5 0.033
H 2.5741 -0.9755 -1.1732 -0.3 -0.1 -0.4 0.036
H 2.8524 -0.6954 0.5504 -0.7 -0.4 -0.6 0.045
H -1.2470 0.8659 1.5572 -0.2 -0.1 -0.5 0.084
H -1.3258 1.7960 -0.0006 0.0 -0.8 0.7 0.053
H -2.3272 -1.2654 0.5257 -0.1 -0.4 0.1 -0.172
S 0.5208 -1.2560 0.1605 0.9 0.2 -0.5 0.872
S 1.2975 1.6899 -0.1163 0.0 -0.9 0.0 0.676
S -2.5266 -0.2299 -0.2797 0.5 0.4 0.4 0.677

---

Copy entry 3 word for word.
8
Properties=species:S:1:pos:R:3:forces:R:3:lowdin_charge:R:1 method="wB97M-V/def2-TZVPD" total_energy_ha=-430.3540 largest_force_ev_per_a=5.1 gap_ha=0.3730 e_homo_ev=-9.453
C 0.2404 -0.3528 -1.1148 0.9 0.0 4.1 -0.284
F 0.8995 0.7126 -1.6683 -0.2 0.0 -0.8 -0.146
Si -0.2232 0.3331 1.0978 -3.1 -0.6 -4.0 0.690
H -0.4783 -0.8787 -1.7297 -0.8 0.9 -0.2 0.042
H 0.9556 -1.1464 -0.8714 0.3 0.2 -0.1 0.023
H -0.8898 1.7735 0.9226 0.8 -1.6 0.4 -0.085
H 0.8575 0.3233 2.0407 0.6 -0.1 0.3 -0.149
H -1.3617 -0.7646 1.3232 1.3 1.2 0.3 -0.092